[1]
# C42H38N5PSn

C42H38N5PSn as an isolated structure (ωB97M-V/def2-TZVPD, the OMol25 dataset).

Each line ends with the Mulliken charge.
Positions of all 87 atoms, in Å:
Sn -0.98 -0.59 0.37  1.1855
C -1.91 -4.21 2.84  -1.2739
C -1.56 -3.40 1.76  0.1106
N -1.77 -2.10 1.77  0.1361
C -2.34 -1.49 2.85  0.0377
C -2.71 -2.24 3.98  0.7087
C -2.46 -3.62 3.95  -0.5450
C -3.35 -1.58 5.06  -0.9448
C -3.63 -0.25 4.94  -0.9915
C -3.27 0.50 3.79  -0.7584
C -2.59 -0.09 2.75  0.4042
N -2.22 0.50 1.54  0.2769
C -2.38 1.85 1.21  -0.7458
C -2.32 2.93 2.06  -0.5041
C -2.66 4.22 1.61  -1.2413
C -3.04 4.43 0.31  -0.9941
C -3.02 3.35 -0.60  1.4408
C -3.41 3.47 -1.96  -0.8400
C -3.34 2.37 -2.77  -1.1573
C -2.83 1.17 -2.25  -0.2849
N -2.47 1.02 -1.00  0.3018
C -2.63 2.08 -0.16  0.6295
H -1.75 -5.28 2.79  0.4917
H -1.11 -3.82 0.87  0.4940
H -2.73 -4.22 4.81  0.4931
H -3.62 -2.13 5.95  0.4652
H -4.15 0.26 5.74  0.4328
H -3.59 1.52 3.73  0.7967
H -2.01 2.79 3.09  0.7382
H -2.64 5.04 2.31  0.4474
H -3.36 5.41 -0.02  0.4772
H -3.76 4.42 -2.33  0.4969
H -3.65 2.41 -3.81  0.4998
H -2.72 0.32 -2.91  0.5748
C 3.44 -0.91 0.36  -0.8278
C 3.83 -0.29 -0.96  0.8268
C 5.17 -0.04 -1.22  -0.9869
C 5.57 0.54 -2.41  -0.7984
C 4.63 0.87 -3.37  -0.9144
C 3.29 0.63 -3.13  -0.7041
C 2.88 0.05 -1.93  0.6900
P 1.11 -0.28 -1.67  1.1879
C 0.34 0.92 -2.77  0.9374
C -0.08 0.53 -4.04  -0.2615
C -0.52 1.47 -4.96  -0.8992
C -0.55 2.81 -4.59  -0.9938
C -0.17 3.19 -3.31  -0.4830
C 0.28 2.26 -2.38  0.5138
C 0.73 2.72 -1.02  -1.5516
C 0.81 -1.95 -2.20  0.5123
C 1.80 -2.77 -2.75  -1.0284
C 1.61 -4.14 -2.81  -0.7411
C 0.48 -4.71 -2.22  -1.0241
C -0.49 -3.91 -1.65  -0.7060
C -0.37 -2.52 -1.70  0.7948
C -1.48 -1.65 -1.29  -0.5859
H 4.32 -1.23 0.91  0.5190
H 2.79 -1.78 0.23  0.2293
H 2.90 -0.17 0.96  -0.0407
H 5.91 -0.30 -0.48  0.4422
H 6.62 0.72 -2.59  0.4312
H 4.94 1.32 -4.31  0.4888
H 2.56 0.90 -3.88  0.5593
H -0.03 -0.52 -4.33  0.4718
H -0.81 1.17 -5.95  0.4848
H -0.88 3.56 -5.30  0.4432
H -0.21 4.24 -3.03  0.4776
H 0.50 3.78 -0.88  0.4348
H 1.80 2.59 -0.89  0.3575
H 0.23 2.17 -0.22  0.0794
H 2.71 -2.34 -3.14  0.5317
H 2.34 -4.76 -3.30  0.4828
H 0.37 -5.79 -2.22  0.4480
H -1.38 -4.35 -1.21  0.6384
H -2.40 -2.13 -0.97  0.9198
H -1.62 -0.76 -1.89  -0.8663
C 2.79 -1.60 4.38  -0.8504
N 2.37 -0.38 3.69  0.1440
C 3.17 0.84 3.87  -0.8667
C 1.40 -0.40 2.85  0.2830
N 0.52 -0.41 2.08  -0.4819
H 2.86 -1.40 5.45  0.3396
H 3.76 -1.92 4.01  0.3042
H 2.06 -2.39 4.21  0.2938
H 3.20 1.09 4.93  0.3537
H 2.71 1.66 3.33  0.2933
H 4.18 0.68 3.50  0.3399

Computed properties:
LUMO level = -5.852 eV
Total charge = +2
Kohn-Sham gap = 6.713 eV
Energy relative to the best compared isomer or geometry (same formula, charge and spin) = 1.8624 eV
HOMO = -12.57 eV

***

[2]
# C16H10F4I2N3S2

C16H10F4I2N3S2 as an isolated structure (ωB97M-V/def2-TZVPD, the OMol25 dataset).

Each line ends with the natural charge from an NBO analysis.
Positions of all 37 atoms, in Å:
N 2.37 2.46 -1.98  -0.8044
C 1.24 1.57 -2.31  -0.3036
C 0.28 1.51 -1.07  0.0288
C -0.05 2.69 -0.41  -0.2238
C -0.88 2.74 0.69  -0.2090
C -1.41 1.56 1.19  -0.0908
C -2.30 1.52 2.41  0.6155
F -1.73 0.79 3.40  -0.3200
F -3.49 0.94 2.09  -0.3258
C -2.64 2.93 2.98  0.5181
F -1.78 3.29 3.95  -0.3221
F -3.86 2.85 3.58  -0.3395
C -1.10 0.37 0.53  -0.1646
C -0.27 0.31 -0.60  0.1185
N 0.03 -0.91 -1.29  -0.6145
C 0.32 -2.00 -0.40  0.0818
C -0.40 -2.26 0.75  -0.1703
C -0.04 -3.32 1.58  -0.2307
C 1.02 -4.12 1.23  -0.2256
C 1.75 -3.92 0.07  -0.2116
I 3.36 -5.16 -0.41  0.1613
C 1.38 -2.85 -0.74  0.2086
N 2.11 -2.60 -1.97  -0.4894
C 1.55 -3.17 -2.89  0.2686
S 0.80 -3.89 -4.03  0.0877
S -1.76 -1.19 1.12  0.2993
H 2.06 3.40 -1.80  0.3235
H 2.78 2.16 -1.11  0.3398
H 0.73 1.88 -3.20  0.2349
H 1.69 0.55 -2.43  0.2722
H 0.35 3.62 -0.78  0.2012
H -1.09 3.70 1.13  0.2020
H -2.73 3.69 2.21  0.1433
H -0.82 -1.17 -1.78  0.3892
H -0.61 -3.49 2.48  0.2225
H 1.25 -4.94 1.90  0.2219
I 1.86 0.01 -4.44  -0.8930

Computed properties:
LUMO level = 2.161 eV
Total charge = -1
Kohn-Sham gap = 5.070 eV
HOMO = -2.91 eV

***

[3]
# C5BCaF19O15S5

C5BCaF19O15S5 as an isolated structure (ωB97M-V/def2-TZVPD, the OMol25 dataset).

Each line ends with the natural charge from an NBO analysis.
Positions of all 46 atoms, in Å:
Ca 8.18 6.22 -18.94  1.8181
B 7.33 4.32 -17.05  1.3211
F 6.87 5.61 -17.23  -0.5736
F 8.11 4.11 -18.13  -0.5656
F 8.20 4.32 -15.88  -0.5927
F 6.37 3.39 -16.95  -0.5495
C 8.57 4.30 -23.02  0.7075
F 7.38 4.87 -23.04  -0.3088
F 8.42 3.13 -23.75  -0.3687
F 9.48 5.09 -23.54  -0.3097
S 8.98 3.73 -21.28  2.3338
O 7.83 2.92 -20.78  -0.9733
O 10.13 2.90 -21.46  -1.0182
O 9.21 4.92 -20.50  -1.0364
C 10.17 10.20 -20.56  0.7284
F 9.13 10.98 -20.87  -0.3374
F 11.31 10.77 -21.05  -0.3535
F 10.27 10.09 -19.18  -0.3288
S 9.76 8.42 -21.42  2.3133
O 11.02 7.68 -21.25  -0.9786
O 8.72 7.77 -20.65  -1.0278
O 9.29 8.71 -22.76  -0.9899
C 12.35 8.23 -17.35  0.7299
F 13.59 8.37 -16.85  -0.3564
F 11.62 9.30 -17.12  -0.3190
F 12.42 8.21 -18.68  -0.3229
S 11.30 6.69 -16.67  2.2903
O 10.15 6.63 -17.62  -1.0420
O 12.12 5.46 -16.68  -0.9724
O 10.79 7.15 -15.39  -0.9812
C 3.71 5.58 -18.49  0.7346
F 3.86 6.59 -17.62  -0.3217
F 4.11 4.46 -17.97  -0.3112
F 2.46 5.36 -18.80  -0.3480
S 4.72 5.96 -20.14  2.3152
O 4.22 5.06 -21.14  -1.0060
O 4.43 7.32 -20.54  -0.9846
O 6.13 5.71 -19.69  -1.0468
C 7.67 10.51 -16.82  0.7000
F 7.56 11.00 -15.60  -0.3431
F 7.31 11.59 -17.58  -0.3541
F 9.01 10.32 -17.03  -0.3341
S 6.62 8.92 -17.15  2.3617
O 5.43 9.40 -17.79  -0.9954
O 7.34 8.11 -18.12  -1.0400
O 6.37 8.31 -15.89  -0.9623

Computed properties:
LUMO level = 8.307 eV
Total charge = -4
Kohn-Sham gap = 7.767 eV
Energy relative to the best compared isomer or geometry (same formula, charge and spin) = 1.3516 eV
HOMO = 0.54 eV

***

[4]
# C22H66N12O13Zn

C22H66N12O13Zn as an isolated structure (ωB97M-V/def2-TZVPD, the OMol25 dataset).

Each line ends with the Mulliken charge.
Positions of all 114 atoms, in Å:
Zn -1.73 1.54 1.99  0.7109
O -0.89 -0.33 1.79  -0.8932
C -0.05 -0.24 0.64  0.2814
C -0.52 0.85 -0.46  -0.3843
O -0.93 2.11 0.06  0.8996
H 0.17 -1.19 0.15  -0.1237
H 0.92 0.03 1.07  0.5270
H -1.42 0.46 -0.94  0.7347
H 0.24 0.98 -1.23  -0.5163
C -0.97 4.56 2.80  0.8135
O -1.25 3.36 2.72  -0.7308
N -0.62 5.11 3.95  -0.4581
N -0.98 5.43 1.87  -0.2889
H -0.40 6.09 4.01  0.1687
H -0.68 4.43 4.70  0.2083
H -1.18 5.03 0.96  0.1786
H -0.84 6.42 2.02  0.2115
C 4.92 1.51 -2.09  0.4833
O 5.21 0.35 -2.13  -0.6333
N 3.71 1.93 -2.02  -0.0591
N 5.81 2.52 -1.95  -0.5067
H 3.55 2.83 -1.60  0.1541
H 3.02 1.20 -2.17  0.0289
H 5.55 3.42 -2.33  0.2064
H 6.78 2.23 -2.01  0.2454
C 1.85 4.29 -0.32  0.2789
O 2.78 4.99 -0.72  -0.7747
N 0.58 4.56 -0.62  0.0054
N 1.90 3.26 0.44  0.1320
H 0.35 5.40 -1.13  0.1962
H -0.10 3.86 -0.36  -0.3032
H 2.83 3.00 0.73  0.2665
H 1.10 2.64 0.48  -0.3076
C -3.28 -3.47 1.95  0.6551
O -3.95 -4.46 2.15  -0.7365
N -3.67 -2.60 1.12  -0.1919
N -2.17 -3.07 2.58  -0.1490
H -4.61 -2.60 0.74  0.2444
H -3.17 -1.72 1.19  -0.0791
H -1.80 -2.15 2.39  -0.1570
H -1.90 -3.69 3.33  0.2108
C -3.97 3.61 -1.86  0.5550
O -4.75 4.11 -2.64  -0.7156
N -3.87 3.89 -0.58  -0.3014
N -3.20 2.63 -2.18  -0.1123
H -4.67 4.39 -0.20  0.2281
H -3.44 3.12 -0.08  0.0532
H -2.63 2.15 -1.50  -0.0540
H -3.52 2.17 -3.02  0.1452
C 1.36 -1.99 4.34  0.6445
O 2.15 -2.16 5.27  -0.7775
N 1.41 -2.55 3.22  -0.0779
N 0.30 -1.28 4.53  -0.2332
H 2.10 -3.26 3.01  0.1717
H 0.75 -2.33 2.49  0.0211
H -0.33 -1.14 3.75  0.0317
H 0.15 -0.88 5.44  0.1836
C 0.82 2.47 -5.42  -1.5856
C 0.80 2.13 -3.89  0.8325
O -0.43 2.64 -3.50  -0.5970
H 1.77 2.37 -5.95  0.3940
H 0.54 3.51 -5.60  0.3686
H 0.12 1.81 -5.92  0.3580
H 1.59 2.68 -3.37  -0.0904
H 0.86 1.05 -3.82  -0.0078
H -0.59 2.28 -2.63  0.1388
C 1.95 1.95 4.03  -0.6875
C 1.62 1.91 5.52  0.3401
C 2.81 1.42 6.32  -1.3234
O 1.45 3.26 5.77  -0.5518
H 1.14 2.31 3.41  -0.1262
H 2.01 0.91 3.69  0.2396
H 2.82 2.54 3.73  0.4806
H 0.73 1.30 5.70  0.1496
H 3.72 1.91 5.99  0.3346
H 3.05 0.36 6.18  0.3354
H 2.58 1.61 7.37  0.3439
H 2.22 3.74 5.45  0.3970
C -3.37 -4.14 -3.26  -1.1890
C -3.78 -3.03 -2.28  1.4990
C -3.48 -1.57 -2.58  -1.1610
O -5.17 -3.03 -2.04  -0.6532
H -2.30 -4.30 -3.18  0.1303
H -3.53 -3.90 -4.31  0.3377
H -3.75 -5.13 -3.01  0.4073
H -3.27 -3.21 -1.33  -0.5318
H -2.41 -1.56 -2.80  0.1446
H -3.72 -0.98 -1.69  0.2783
H -4.08 -1.12 -3.37  0.3906
H -5.48 -3.89 -1.75  0.3743
C -1.55 -6.11 -0.45  -1.6443
C -0.30 -5.48 -0.87  1.1608
C 0.33 -4.59 0.16  -0.5886
O 0.58 -6.44 -1.24  -0.5831
H -1.94 -6.67 -1.30  0.5363
H -2.30 -5.34 -0.28  0.1268
H -1.52 -6.75 0.44  0.4351
H -0.51 -4.99 -1.82  -0.4111
H -0.28 -3.69 0.17  -0.1804
H 1.29 -4.19 -0.18  0.2544
H 0.46 -5.07 1.13  0.4351
H 0.11 -7.27 -1.29  0.3755
C 2.83 -1.64 -1.34  -0.1309
C 2.43 -1.94 -2.80  0.4919
C 0.95 -1.89 -3.13  -0.4319
O 3.14 -1.16 -3.71  -0.6436
H 2.67 -0.59 -1.09  -0.2060
H 3.88 -1.89 -1.19  0.5112
H 2.16 -2.16 -0.66  -0.3282
H 2.66 -2.99 -2.99  0.2815
H 0.63 -0.94 -2.71  -0.4169
H 0.29 -2.50 -2.51  -0.0681
H 0.73 -2.19 -4.15  0.5590
H 4.06 -1.17 -3.43  0.3842

Computed properties:
LUMO level = -2.517 eV
Total charge = 0
Kohn-Sham gap = 7.148 eV
HOMO = -9.66 eV

***

no.,E (eV)
1,-66728.9811
2,-69966.9183
3,-160829.7227
4,-116802.3135